[1]
The following is a DFT calculation (ωB97M-V with the def2-TZVPD basis set) of C4H4O in the gas phase in a non-equilibrium geometry.

Output
HOMO energy	-10.12	eV
ΔE to the lowest compared entry with this formula, charge and spin	376.3	kJ/mol
LUMO level	1.06	eV
HOMO-LUMO gap	11.181	eV
total charge	0

Structure (XYZ):
```
9
C4H4O (ωB97M-V with the def2-TZVPD basis set)
C -1.425 -1.255 1.323
C -0.692 -0.492 0.801
C 0.305 0.483 0.204
C 0.295 0.955 -1.141
O 1.272 0.023 -0.761
H -1.910 -2.331 1.618
H 0.677 1.363 0.666
H -0.381 0.581 -2.087
H 0.533 2.056 -1.229
```

These are the Mulliken partial charges, in e, on atoms 1 to 5: atom 1 (C): 0.248, atom 2 (C): -0.601, atom 3 (C): -0.045, atom 4 (C): -0.246, atom 5 (O): -0.381


[2]
The following is a DFT calculation (ωB97M-V with the def2-TZVPD basis set) of C4H4O in the gas phase in a non-equilibrium geometry.

Output
HOMO energy	-9.10	eV
ΔE to the lowest compared entry with this formula, charge and spin	58.2	kJ/mol
LUMO level	1.14	eV
HOMO-LUMO gap	10.239	eV
total charge	0

Structure (XYZ):
```
9
C4H4O (ωB97M-V with the def2-TZVPD basis set)
C -0.908 0.509 -0.135
C 0.529 0.847 -0.040
C 1.231 -0.250 0.020
O 0.373 -1.367 -0.056
C -0.853 -0.840 -0.028
H -1.699 1.195 0.261
H 0.861 1.840 -0.018
H 2.241 -0.465 -0.093
H -1.775 -1.469 0.089
```

These are the Mulliken partial charges, in e, on atoms 1 to 5: atom 1 (C): -0.433, atom 2 (C): -0.120, atom 3 (C): -0.562, atom 4 (O): -0.292, atom 5 (C): -0.025


[3]
The following is a DFT calculation (ωB97M-V with the def2-TZVPD basis set) of C4H4O in the gas phase.

Output
HOMO energy	-10.03	eV
ΔE to the lowest compared entry with this formula, charge and spin	239.1	kJ/mol
LUMO level	0.36	eV
HOMO-LUMO gap	10.392	eV
total charge	0

Structure (XYZ):
```
9
C4H4O (ωB97M-V with the def2-TZVPD basis set)
C 0.821 -0.364 -1.152
C -0.445 0.220 -0.738
C -1.231 0.537 0.132
C -1.115 0.382 1.588
O -0.288 -0.390 2.023
H 0.745 -1.245 -1.793
H 1.164 -0.691 -0.156
H 1.537 0.368 -1.531
H -1.727 0.982 2.272
```

These are the Mulliken partial charges, in e, on atoms 1 to 5: atom 1 (C): -0.769, atom 2 (C): 0.207, atom 3 (C): -0.266, atom 4 (C): 0.129, atom 5 (O): -0.446


[4]
The following is a DFT calculation (ωB97M-V with the def2-TZVPD basis set) of 2 unconnected molecules or ions with the total composition C4H4O in a non-equilibrium geometry.

Output
HOMO energy (alpha / beta)	-8.01 / -7.93	eV
ΔE to the lowest compared entry with this formula, charge and spin	604.0	kJ/mol
LUMO level (alpha / beta)	-0.27 / -0.74	eV
HOMO-LUMO gap (alpha / beta)	7.747 / 7.194	eV
total charge	0

Structure (XYZ):
```
9
C4H4O (ωB97M-V with the def2-TZVPD basis set)
C 0.921 0.798 -1.046
C 0.059 0.275 -0.017
C -0.470 -0.745 0.416
C -1.265 -1.365 1.349
O -1.799 -2.387 1.647
H 1.480 0.007 -1.546
H 1.636 1.505 -0.628
H 0.373 1.338 -1.822
H -0.935 0.573 1.646
```

These are the Mulliken partial charges, in e, on atoms 1 to 5: atom 1 (C): -1.025, atom 2 (C): -0.004, atom 3 (C): 0.740, atom 4 (C): -0.309, atom 5 (O): -0.332


[5]
The following is a DFT calculation (ωB97M-V with the def2-TZVPD basis set) of C4H4O in the gas phase.

Output
HOMO energy	-9.00	eV
ΔE to the lowest compared entry with this formula, charge and spin	322.0	kJ/mol
LUMO level	0.69	eV
HOMO-LUMO gap	9.686	eV
total charge	0

Structure (XYZ):
```
9
C4H4O (ωB97M-V with the def2-TZVPD basis set)
C 1.776 0.526 -0.769
C 1.039 -0.329 -0.100
C -0.181 -0.657 0.184
C -1.506 -0.169 0.392
O -1.127 -1.593 0.407
H 1.385 0.852 -1.729
H 2.693 0.982 -0.419
H -1.796 0.279 1.335
H -2.062 0.125 -0.499
```

These are the Mulliken partial charges, in e, on atoms 1 to 5: atom 1 (C): -0.600, atom 2 (C): -0.165, atom 3 (C): 0.438, atom 4 (C): -0.177, atom 5 (O): -0.412


[6]
The following is a DFT calculation (ωB97M-V with the def2-TZVPD basis set) of C4H4O in the gas phase.

Output
HOMO energy	-9.87	eV
ΔE to the lowest compared entry with this formula, charge and spin	235.4	kJ/mol
LUMO level	0.97	eV
HOMO-LUMO gap	10.837	eV
total charge	0

Structure (XYZ):
```
9
C4H4O (ωB97M-V with the def2-TZVPD basis set)
C 1.464 0.308 0.881
C 1.057 -0.553 0.131
C -0.257 -0.810 -0.455
C -0.987 0.547 -0.399
O -0.586 1.470 0.263
H 1.828 1.052 1.546
H -0.351 -1.321 -1.419
H -0.710 -1.460 0.298
H -1.919 0.680 -0.967
```

These are the Mulliken partial charges, in e, on atoms 1 to 5: atom 1 (C): -0.064, atom 2 (C): -0.513, atom 3 (C): -0.384, atom 4 (C): 0.084, atom 5 (O): -0.427


[7]
The following is a DFT calculation (ωB97M-V with the def2-TZVPD basis set) of C4H4O in the gas phase.

Output
HOMO energy	-8.53	eV
ΔE to the lowest compared entry with this formula, charge and spin	267.0	kJ/mol
LUMO level	0.26	eV
HOMO-LUMO gap	8.790	eV
total charge	0

Structure (XYZ):
```
9
C4H4O (ωB97M-V with the def2-TZVPD basis set)
C -1.739 0.328 -0.667
C -0.519 -0.135 -0.791
C 0.700 -0.522 -0.696
C 1.561 -0.578 0.322
O 1.476 0.322 1.322
H -1.844 1.298 -0.185
H -2.628 -0.192 -0.989
H 2.391 -1.258 0.470
H 0.601 0.736 1.213
```

These are the Mulliken partial charges, in e, on atoms 1 to 5: atom 1 (C): -0.739, atom 2 (C): 0.365, atom 3 (C): -0.326, atom 4 (C): 0.006, atom 5 (O): -0.422


[8]
The following is a DFT calculation (ωB97M-V with the def2-TZVPD basis set) of 2 unconnected molecules or ions with the total composition C4H4O2 in a non-equilibrium geometry.

Output
HOMO energy	-8.88	eV
ΔE to the lowest compared entry with this formula, charge and spin	492.7	kJ/mol
LUMO level	-0.15	eV
HOMO-LUMO gap	8.733	eV
total charge	0

Structure (XYZ):
```
10
C4H4O2 (ωB97M-V with the def2-TZVPD basis set)
O -0.788 1.207 2.197
C -0.864 0.711 1.140
C -1.280 0.225 0.007
O -1.549 -1.166 -0.283
H -1.038 0.856 -1.121
H -2.259 -1.405 -0.905
C 2.451 -0.024 -0.021
C 1.442 -0.004 -0.666
H 3.315 0.001 0.586
H 0.570 -0.401 -0.935
```

These are the Mulliken partial charges, in e, on atoms 1 to 5: atom 1 (O): -0.353, atom 2 (C): 0.839, atom 3 (C): -0.683, atom 4 (O): -0.493, atom 5 (H): 0.292


[9]
The following is a DFT calculation (ωB97M-V with the def2-TZVPD basis set) of C4H4O2 in the gas phase.

Output
HOMO energy	-10.56	eV
ΔE to the lowest compared entry with this formula, charge and spin	200.8	kJ/mol
LUMO level	0.08	eV
HOMO-LUMO gap	10.634	eV
total charge	0

Structure (XYZ):
```
10
C4H4O2 (ωB97M-V with the def2-TZVPD basis set)
O -3.163 -0.134 0.339
C -2.238 -0.679 0.898
C -0.876 -0.504 0.431
C 0.183 -0.270 -0.103
C 1.369 0.144 -0.865
O 2.606 -0.099 -0.241
H -2.396 -1.332 1.773
H 1.379 -0.407 -1.810
H 1.232 1.208 -1.111
H 2.605 0.374 0.599
```

These are the Mulliken partial charges, in e, on atoms 1 to 5: atom 1 (O): -0.415, atom 2 (C): -0.271, atom 3 (C): 0.242, atom 4 (C): 0.430, atom 5 (C): -0.629


[10]
The following is a DFT calculation (ωB97M-V with the def2-TZVPD basis set) of C4H4O2 in the gas phase in a non-equilibrium geometry.

Output
HOMO energy	-9.60	eV
ΔE to the lowest compared entry with this formula, charge and spin	361.0	kJ/mol
LUMO level	0.54	eV
HOMO-LUMO gap	10.137	eV
total charge	0

Structure (XYZ):
```
10
C4H4O2 (ωB97M-V with the def2-TZVPD basis set)
C -1.286 -2.024 -0.088
C -0.660 -0.978 -0.158
C 0.308 0.027 0.083
O 1.607 -0.269 -0.279
C 0.029 1.480 0.083
O 0.924 2.286 -0.054
H -1.771 -2.642 -0.805
H -0.278 -0.213 1.138
H 2.095 0.579 -0.257
H -1.006 1.745 0.343
```

These are the Mulliken partial charges, in e, on atoms 1 to 5: atom 1 (C): -0.323, atom 2 (C): -0.409, atom 3 (C): 0.451, atom 4 (O): -0.525, atom 5 (C): 0.214


[11]
The following is a DFT calculation (ωB97M-V with the def2-TZVPD basis set) of C4H4O2 in the gas phase.

Output
HOMO energy	-8.59	eV
ΔE to the lowest compared entry with this formula, charge and spin	218.4	kJ/mol
LUMO level	0.59	eV
HOMO-LUMO gap	9.177	eV
total charge	0

Structure (XYZ):
```
10
C4H4O2 (ωB97M-V with the def2-TZVPD basis set)
C -1.402 -0.640 -0.028
C -0.157 -1.033 0.192
O 0.839 -0.772 -0.734
C 1.342 0.494 -0.455
C 0.609 1.415 0.155
O 0.025 2.249 0.735
H -1.677 -0.192 -0.979
H -2.159 -0.733 0.742
H 0.210 -1.459 1.126
H 2.352 0.709 -0.768
```

These are the Mulliken partial charges, in e, on atoms 1 to 5: atom 1 (C): -0.646, atom 2 (C): -0.162, atom 3 (O): -0.350, atom 4 (C): -0.377, atom 5 (C): 0.600


[12]
The following is a DFT calculation (ωB97M-V with the def2-TZVPD basis set) of C4H4O2 in the gas phase in a non-equilibrium geometry.

Output
HOMO energy	-10.43	eV
ΔE to the lowest compared entry with this formula, charge and spin	3.9	kJ/mol
LUMO level	0.69	eV
HOMO-LUMO gap	11.121	eV
total charge	0

Structure (XYZ):
```
10
C4H4O2 (ωB97M-V with the def2-TZVPD basis set)
O -2.524 -0.186 -0.039
C -1.337 -0.193 -0.030
C -0.526 1.050 0.050
C 0.757 0.734 -0.084
C 0.851 -0.810 -0.014
O -0.525 -1.273 0.018
H -1.064 1.988 0.082
H 1.737 1.284 -0.014
H 1.321 -1.271 0.863
H 1.310 -1.323 -0.833
```

These are the Mulliken partial charges, in e, on atoms 1 to 5: atom 1 (O): -0.533, atom 2 (C): 0.529, atom 3 (C): -0.381, atom 4 (C): -0.186, atom 5 (C): -0.336


[13]
The following is a DFT calculation (ωB97M-V with the def2-TZVPD basis set) of a molecular structure, C4H4O2Ru in a non-equilibrium geometry.

Output
HOMO energy (alpha / beta)	-14.90 / -18.17	eV
ΔE to the lowest compared entry with this formula, charge and spin	432.0	kJ/mol
spin multiplicity	7
LUMO level (alpha / beta)	-11.25 / -12.49	eV
HOMO-LUMO gap (alpha / beta)	3.652 / 5.681	eV
<S²>	12.0269
total charge	+2

Structure (XYZ):
```
11
C4H4O2Ru (ωB97M-V with the def2-TZVPD basis set)
O -2.180 0.768 0.320
C -2.017 1.576 -0.619
C -1.361 0.720 -1.489
H -2.226 2.655 -0.604
H -1.970 0.084 -2.146
C 0.571 -0.641 0.138
C 1.757 -0.758 0.686
O 2.642 -1.041 1.414
Ru 4.436 -1.544 2.195
H -0.289 -0.342 0.744
H 0.637 -1.477 -0.638
```

These are the Mulliken partial charges, in e, on atoms 1 to 5: atom 1 (O): -0.227, atom 2 (C): 0.268, atom 3 (C): 0.123, atom 4 (H): 0.391, atom 5 (H): 0.346


[14]
The following is a DFT calculation (ωB97M-V with the def2-TZVPD basis set) of C4H4O2S in the gas phase in a non-equilibrium geometry.

Output
HOMO energy (alpha / beta)	-9.12 / -9.12	eV
ΔE to the lowest compared entry with this formula, charge and spin	212.9	kJ/mol
LUMO level (alpha / beta)	-1.57 / -1.57	eV
HOMO-LUMO gap (alpha / beta)	7.552 / 7.551	eV
total charge	0

Structure (XYZ):
```
11
C4H4O2S (ωB97M-V with the def2-TZVPD basis set)
C -0.241 1.292 0.343
C 0.286 0.516 -0.641
C -0.825 0.768 1.562
C 0.412 -0.886 -0.602
O 1.006 -3.100 -1.765
O -0.967 -0.405 1.833
S 0.942 -1.660 -1.972
H -0.253 2.365 0.227
H 0.655 0.993 -1.541
H -1.161 1.555 2.270
H 0.145 -1.438 0.288
```

These are the Mulliken partial charges, in e, on atoms 1 to 5: atom 1 (C): -0.531, atom 2 (C): -0.010, atom 3 (C): 0.098, atom 4 (C): -0.268, atom 5 (O): -0.488


[15]
The following is a DFT calculation (ωB97M-V with the def2-TZVPD basis set) of a molecular structure, C4H4O2Sn in a non-equilibrium geometry.

Output
HOMO energy (alpha / beta)	-21.24 / -24.54	eV
spin multiplicity	2
LUMO level (alpha / beta)	-15.36 / -15.36	eV
HOMO-LUMO gap (alpha / beta)	5.889 / 9.180	eV
<S²>	0.7507
total charge	+3

Structure (XYZ):
```
11
C4H4O2Sn (ωB97M-V with the def2-TZVPD basis set)
H -0.320 -2.420 -1.639
O 0.588 -0.777 -2.590
C 0.513 0.086 -1.873
C 0.093 0.959 -0.789
C 0.599 0.478 0.542
C -0.139 -0.095 1.451
O -0.731 -0.692 2.266
Sn -1.733 -1.131 3.720
H -1.007 1.015 -0.866
H 0.491 1.957 -1.046
H 1.647 0.621 0.826
```

These are the Mulliken partial charges, in e, on atoms 1 to 5: atom 1 (H): 0.057, atom 2 (O): 0.056, atom 3 (C): 0.525, atom 4 (C): -0.395, atom 5 (C): -0.417


[16]
The following is a DFT calculation (ωB97M-V with the def2-TZVPD basis set) of C4H4O3 in the gas phase in a non-equilibrium geometry.

Output
HOMO energy	-10.51	eV
ΔE to the lowest compared entry with this formula, charge and spin	227.6	kJ/mol
LUMO level	0.82	eV
HOMO-LUMO gap	11.326	eV
total charge	0

Structure (XYZ):
```
11
C4H4O3 (ωB97M-V with the def2-TZVPD basis set)
O -0.667 1.856 -1.812
C -0.645 1.034 -0.950
O -1.729 0.298 -0.529
C -1.041 -0.310 0.583
C 0.278 0.143 0.039
C 1.473 -0.628 -0.322
O 1.414 0.184 0.852
H -1.177 -1.384 0.680
H -1.306 0.209 1.511
H 2.131 -0.192 -1.069
H 1.535 -1.715 -0.218
```

These are the Mulliken partial charges, in e, on atoms 1 to 5: atom 1 (O): -0.517, atom 2 (C): 0.474, atom 3 (O): -0.313, atom 4 (C): -0.372, atom 5 (C): 0.561


[17]
The following is a DFT calculation (ωB97M-V with the def2-TZVPD basis set) of C4H4O3 in the gas phase in a non-equilibrium geometry.

Output
HOMO energy	-9.95	eV
ΔE to the lowest compared entry with this formula, charge and spin	282.7	kJ/mol
LUMO level	0.23	eV
HOMO-LUMO gap	10.180	eV
total charge	0

Structure (XYZ):
```
11
C4H4O3 (ωB97M-V with the def2-TZVPD basis set)
O -1.919 1.899 0.864
C -0.926 1.276 0.593
C 0.539 1.283 0.930
C 0.830 0.092 0.354
C -0.627 -0.152 -0.140
O -0.613 -0.218 -1.787
O -1.323 -1.126 0.356
H 1.158 1.981 1.407
H 1.723 -0.379 0.380
H -1.257 0.338 -2.106
H -1.057 -1.936 0.001
```

These are the Mulliken partial charges, in e, on atoms 1 to 5: atom 1 (O): -0.522, atom 2 (C): -0.081, atom 3 (C): -0.264, atom 4 (C): -0.947, atom 5 (C): 1.263


[18]
The following is a DFT calculation (ωB97M-V with the def2-TZVPD basis set) of 2 unconnected molecules or ions with the total composition C4H4O3 in a non-equilibrium geometry.

Output
HOMO energy	-8.97	eV
ΔE to the lowest compared entry with this formula, charge and spin	103.8	kJ/mol
LUMO level	0.58	eV
HOMO-LUMO gap	9.550	eV
total charge	0

Structure (XYZ):
```
11
C4H4O3 (ωB97M-V with the def2-TZVPD basis set)
C 1.525 -0.187 -0.306
C 0.509 0.516 0.594
C -0.109 1.580 0.166
O -0.756 2.384 -0.353
H 1.299 0.325 -1.192
H 1.174 -1.162 -0.289
H 2.494 -0.122 -0.028
H 0.677 0.117 1.526
O -3.070 -0.355 0.073
C -2.290 -1.170 -0.022
O -1.453 -1.925 -0.169
```

These are the Mulliken partial charges, in e, on atoms 1 to 5: atom 1 (C): -0.948, atom 2 (C): -0.670, atom 3 (C): 0.685, atom 4 (O): -0.380, atom 5 (H): 0.303


[19]
The following is a DFT calculation (ωB97M-V with the def2-TZVPD basis set) of C4H4O3S in the gas phase in a non-equilibrium geometry.

Output
HOMO energy	-9.66	eV
ΔE to the lowest compared entry with this formula, charge and spin	165.9	kJ/mol
LUMO level	-1.08	eV
HOMO-LUMO gap	8.578	eV
total charge	0

Structure (XYZ):
```
12
C4H4O3S (ωB97M-V with the def2-TZVPD basis set)
C -0.964 -0.708 1.205
C 0.016 -0.861 0.020
O 1.227 -0.341 0.327
C 1.213 1.001 -0.237
O 2.095 1.831 -0.144
C 0.216 1.069 -1.336
S 0.161 2.133 -2.500
O -0.421 -0.140 -1.118
H -1.914 -1.011 0.774
H -0.529 -1.388 2.000
H -1.170 0.286 1.447
H 0.070 -1.871 -0.438
```

These are the Mulliken partial charges, in e, on atoms 1 to 5: atom 1 (C): -1.043, atom 2 (C): 0.277, atom 3 (O): -0.317, atom 4 (C): 0.424, atom 5 (O): -0.455


[20]
The following is a DFT calculation (ωB97M-V with the def2-TZVPD basis set) of C4H4O3S in the gas phase in a non-equilibrium geometry.

Output
HOMO energy	-9.34	eV
ΔE to the lowest compared entry with this formula, charge and spin	96.9	kJ/mol
LUMO level	-0.94	eV
HOMO-LUMO gap	8.400	eV
total charge	0

Structure (XYZ):
```
12
C4H4O3S (ωB97M-V with the def2-TZVPD basis set)
C -0.553 -1.472 0.243
C -0.213 -0.197 0.033
C -0.209 0.414 -1.361
O -0.787 1.448 -1.613
O 0.485 -0.354 -2.256
C 0.156 0.666 1.124
O 0.614 1.820 0.714
S 0.056 0.343 2.731
H -0.598 -1.788 1.271
H -0.660 -2.206 -0.574
H 0.921 -1.062 -1.784
H 0.787 2.387 1.471
```

These are the Mulliken partial charges, in e, on atoms 1 to 5: atom 1 (C): -0.863, atom 2 (C): 0.239, atom 3 (C): 0.660, atom 4 (O): -0.504, atom 5 (O): -0.454